The following is a DFT calculation (wB97M-V/def2-TZVPD) of C5H9N3 in the gas phase in a non-equilibrium geometry.

Its spin multiplicity is 1. The value obtained for the energy above the lowest of the compared OMol25 structures with the same formula, charge and spin is 1.962 eV. The LUMO energy is 0.0308 Ha. As for the total energy: -360.125153 Ha. The value obtained for the frontier orbital gap is 9.3 eV. The SMILES is NCCc1c[nH]cn1.

Bonds (Å) are listed after each position.
Geometry (Å):
1 N 0.342 2.359 1.137  C2 1.522, H9 1.071, H10 1.037
2 C 1.191 2.030 -0.082  N1 1.522, C3 1.626, H11 1.015, H12 1.086
3 C 0.253 1.184 -1.105  C2 1.626, C4 1.555, H13 1.215, H14 1.149
4 C 0.017 -0.210 -0.459  C3 1.555, C5 1.458, N8 1.408
5 C 0.123 -1.533 -1.063  C4 1.458, N6 1.399, H15 1.102
6 N -0.536 -2.404 -0.190  C5 1.399, C7 1.395, H16 1.007
7 C -0.929 -1.662 0.924  N6 1.395, N8 1.350, H17 1.101
8 N -0.761 -0.339 0.708  C4 1.408, C7 1.350
9 H 1.087 2.361 1.906  N1 1.071
10 H -0.133 1.514 1.502  N1 1.037
11 H 1.978 1.401 0.043  C2 1.015
12 H 1.666 2.880 -0.562  C2 1.086
13 H -0.779 1.791 -0.897  C3 1.215
14 H 0.774 1.217 -2.129  C3 1.149
15 H 0.217 -1.767 -2.136  C5 1.102
16 H -0.745 -3.366 -0.404  N6 1.007
17 H -1.310 -2.189 1.812  C7 1.101